1.
The molecule C3H5NOS at a distorted geometry, computed with ωB97M-V/def2-TZVPD.

Geometry as XYZ:
```
11
Properties=species:S:1:pos:R:3:forces:R:3
C -2.4885 -0.1412 0.0997 2.38 2.20 0.60
C -1.1652 0.2022 0.3216 -3.04 -0.51 0.25
S -0.0721 -0.7907 -0.5040 3.72 0.01 -0.52
C 1.3921 0.4955 -0.5740 -4.29 -0.14 -1.76
N 2.5641 0.4184 -0.2156 1.13 -0.13 0.34
O 3.0114 -0.6955 0.3726 -1.34 -2.83 2.04
H -3.2928 0.4521 0.6361 0.80 -1.36 -1.00
H -2.5247 -0.8316 -0.7715 -1.18 0.48 0.94
H -0.6729 0.8730 1.0182 -0.81 0.23 0.16
H 1.0139 1.3613 -1.1532 0.65 -0.35 0.67
H 2.2348 -1.3433 0.7700 1.98 2.40 -1.71
```
Positions in Å, forces in eV/Å.

Values from the calculation:
HOMO level ... -8.7 eV
SMILES ... C=CS/C=N\O
Net charge ... 0
Lowest unoccupied orbital energy ... 0.6 eV

2.
A cluster of 2 separate species, C3H5NOS in total at a distorted geometry, computed with ωB97M-V/def2-TZVPD.

Geometry as XYZ:
```
11
Properties=species:S:1:pos:R:3:forces:R:3
C 2.3170 0.0704 1.2106 1.43 1.63 5.02
C 1.8241 -0.3466 0.1159 -2.06 -0.98 -3.82
C -1.8629 0.4675 -1.0986 -3.66 -0.70 0.38
N -1.0230 -1.2232 1.0542 0.90 -0.08 2.25
O 1.3117 -0.6400 -0.9193 1.41 0.51 2.18
S -1.6176 -1.3568 -0.2449 -1.18 1.99 -2.63
H 1.8864 1.0421 1.7101 0.75 -1.99 -1.43
H 3.0190 -0.4945 1.9519 -1.42 0.86 -2.02
H -2.7384 0.4119 -1.8904 1.99 -0.08 1.32
H -0.9503 0.7724 -1.4931 1.63 0.14 -1.11
H -2.1660 1.2968 -0.3964 0.21 -1.30 -0.13
```
Positions in Å, forces in eV/Å.

Values from the calculation:
HOMO level ... -8.7 eV
Net charge ... 0
Lowest unoccupied orbital energy ... -0.4 eV

3.
The molecule C3H5NOS at a distorted geometry, computed with ωB97M-V/def2-TZVPD.

Geometry as XYZ:
```
11
Properties=species:S:1:pos:R:3:forces:R:3
C -2.5314 -0.4789 -0.0175 1.65 -0.78 0.87
N -1.2039 -0.7635 0.0368 -6.78 -1.13 -0.39
O -0.3218 0.1668 -0.2857 1.50 1.47 0.46
C 1.0050 -0.3609 -0.1206 -0.41 -0.34 -0.69
C 1.9655 0.8453 0.0510 -0.97 -0.58 0.07
S 1.1529 -1.9786 -0.0758 1.22 1.12 0.05
H -3.0257 0.5938 -0.0761 1.31 -2.18 -0.32
H -3.3235 -1.4358 0.1628 2.75 2.83 -0.34
H 2.0290 1.5199 -0.8727 0.05 -1.29 1.12
H 1.2578 1.3993 0.7447 1.73 -0.01 -0.17
H 2.9961 0.4926 0.4530 -2.05 0.89 -0.65
```
Positions in Å, forces in eV/Å.

Values from the calculation:
HOMO level ... -8.6 eV
SMILES ... C=NOC(C)=S
Net charge ... 0
Lowest unoccupied orbital energy ... 0.0 eV

4.
A structure of composition C3H5NOS2 at a distorted geometry, computed with ωB97M-V/def2-TZVPD.

Geometry as XYZ:
```
12
Properties=species:S:1:pos:R:3:forces:R:3
C -1.3118 1.1219 0.0592 -0.88 0.34 0.91
C -1.8468 -0.2910 -0.0705 0.19 -0.20 0.48
C 1.0039 -0.6401 0.4664 2.20 0.69 -4.80
H -0.1924 0.9633 0.8963 -3.98 1.54 -2.54
H -2.4433 1.6798 0.4542 4.13 -0.79 -1.14
H -0.9258 1.4104 -1.0271 -0.83 -0.05 2.51
H 1.4101 -0.2511 1.5636 -0.53 -1.17 -3.37
H 3.4619 -0.5613 -1.1465 0.63 0.47 1.96
N 1.7008 -0.7173 -0.8500 -1.02 1.08 10.71
O 3.0520 -0.4506 -0.2362 -0.28 -0.53 -4.91
S -3.3810 -0.8686 -0.3777 1.97 0.92 0.31
S -0.5275 -1.3955 0.2683 -1.58 -2.30 -0.12
```
Positions in Å, forces in eV/Å.

Values from the calculation:
HOMO level ... -8.8 eV
Net charge ... 0
Lowest unoccupied orbital energy ... -1.1 eV

5.
The molecule C3H5NOS2 at a distorted geometry, computed with ωB97M-V/def2-TZVPD.

Geometry as XYZ:
```
12
Properties=species:S:1:pos:R:3:forces:R:3
C 0.2042 -1.5973 0.0614 -1.38 -0.49 -0.10
C 0.8150 -0.2521 -0.0882 -0.97 -0.23 0.75
S 2.4226 -0.0478 -0.1277 0.80 0.24 -0.20
N -0.0249 0.8264 -0.0240 -0.02 1.74 -0.20
O 0.5852 2.1103 -0.0293 -0.23 -0.96 0.02
C -1.3950 1.0007 0.0038 -0.29 0.35 -0.01
S -2.5667 -0.1185 -0.1382 0.23 0.38 0.05
H 0.9777 -2.3186 0.2168 0.48 -0.31 0.20
H -0.3494 -1.9032 -0.8353 0.14 0.24 0.00
H -0.5736 -1.6672 0.8571 0.75 0.28 -0.38
H 1.5412 1.8682 -0.0130 0.07 0.08 -0.03
H -1.6364 2.0992 0.1167 0.41 -1.33 -0.11
```
Positions in Å, forces in eV/Å.

Values from the calculation:
HOMO level ... -9.2 eV
SMILES ... CC(=S)N(O)C=S
Net charge ... 0
Lowest unoccupied orbital energy ... -1.0 eV

6.
The molecule C3H5NOS2 at a distorted geometry, computed with ωB97M-V/def2-TZVPD.

Geometry as XYZ:
```
12
Properties=species:S:1:pos:R:3:forces:R:3
C -1.6000 0.2843 -0.1221 -0.39 0.89 0.33
C -1.2427 -0.9726 0.6877 -0.48 0.04 -3.76
C 1.9555 0.7024 -0.2986 0.30 -3.90 0.63
N -0.7725 0.7050 -1.0495 3.14 -0.83 -1.74
O -2.5657 0.9880 0.1762 -0.16 -0.95 0.45
S 0.2505 -1.7074 0.1573 -0.90 -3.18 3.17
S 0.7432 -0.2627 -1.2972 -1.02 4.26 -2.71
H -1.0969 -0.5647 1.5897 0.39 0.92 4.00
H -2.1112 -1.5653 0.6031 -0.81 -1.17 0.44
H 2.5930 1.0506 -1.0334 1.34 1.23 -1.09
H 2.4991 -0.0321 0.3843 -0.70 1.12 -0.68
H 1.3478 1.3746 0.2025 -0.72 1.57 0.97
```
Positions in Å, forces in eV/Å.

Values from the calculation:
HOMO level (spin up / spin down) ... -6.3 / -8.6 eV
Expectation value of S² ... 2.011
Multiplicity ... 3
Net charge ... 0
Lowest unoccupied orbital energy (spin up / spin down) ... 0.2 / -3.9 eV

7.
The molecule C3H5NOS3 at a distorted geometry, computed with ωB97M-V/def2-TZVPD.

Geometry as XYZ:
```
13
Properties=species:S:1:pos:R:3:forces:R:3
C -2.0778 -1.9183 -1.6208 -0.68 -2.70 3.10
C -0.4777 -0.1319 0.0839 -1.06 -0.60 -1.12
C 2.4742 1.4832 1.2935 2.85 5.61 4.53
H -2.9204 -2.7727 -1.5282 1.86 2.31 -0.50
H -2.1990 -1.1311 -2.2845 -0.89 1.35 -1.16
H -1.1212 -2.3707 -1.8245 0.21 -0.39 -0.11
H 0.9912 2.5924 0.9794 -1.74 2.79 -1.20
H 2.6377 0.3969 1.2114 0.82 0.54 -0.25
N 1.0858 1.7869 1.4875 1.89 -3.93 0.46
O 3.3806 2.5134 1.6474 -5.61 -6.91 -3.19
S -1.9515 -1.2776 0.1577 1.25 0.76 -1.01
S 0.3419 0.2998 -1.2554 -0.31 -0.38 0.18
S -0.1639 0.5298 1.6525 1.41 1.54 0.28
```
Positions in Å, forces in eV/Å.

Values from the calculation:
HOMO level ... -9.4 eV
Net charge ... 0
Lowest unoccupied orbital energy ... -0.7 eV

8.
A structure of composition C3H5NOSe at a distorted geometry, computed with ωB97M-V/def2-TZVPD.

Geometry as XYZ:
```
11
Properties=species:S:1:pos:R:3:forces:R:3
C -0.4056 -1.1148 -0.9582 -1.18 -0.46 2.58
C -0.1314 1.2136 -1.0916 0.04 -0.29 -0.26
C 0.6094 -0.1705 1.7929 0.78 -0.89 -0.56
N 0.1465 0.0263 -1.3955 1.23 -1.79 -1.26
O -0.7644 -1.3486 0.2245 0.55 0.52 -1.91
Se 0.0992 1.4469 1.3904 0.39 0.69 1.25
H -0.5111 -1.9309 -1.6516 0.26 -0.25 -0.78
H 0.5640 1.9721 -1.4077 -0.25 0.52 0.11
H -1.1241 1.3365 -0.7307 -0.92 1.12 0.18
H -0.0109 -0.7499 2.4724 0.42 0.03 0.03
H 1.5286 -0.6807 1.3551 -1.32 0.79 0.62
```
Positions in Å, forces in eV/Å.

Values from the calculation:
HOMO level (spin up / spin down) ... -8.5 / -8.5 eV
Net charge ... 0
Lowest unoccupied orbital energy (spin up / spin down) ... -0.7 / -0.7 eV

9.
A structure of composition C3H5NS2 at a distorted geometry, computed with ωB97M-V/def2-TZVPD.

Geometry as XYZ:
```
11
Properties=species:S:1:pos:R:3:forces:R:3
C -0.7416 -0.7765 -0.5864 -0.43 1.41 -4.13
C 0.4703 -0.2852 0.3185 -1.23 1.12 -0.51
C 0.5347 1.2316 0.1639 -1.66 -0.13 0.18
H -2.2076 1.2794 0.8310 -0.08 -3.74 -1.84
H -0.7615 -1.9624 -1.0215 0.12 3.47 1.71
H -0.7845 0.0318 -1.6700 0.66 -2.93 3.20
H 0.3389 -0.7391 1.3007 -0.31 0.89 0.19
H 2.8024 -1.3436 1.6565 -1.38 1.40 -3.50
N 0.4660 2.3302 -0.2045 0.35 -1.18 0.65
S -2.4281 -0.3097 0.1467 1.25 2.43 1.52
S 2.1637 -0.6026 -0.0868 2.71 -2.73 2.53
```
Positions in Å, forces in eV/Å.

Values from the calculation:
HOMO level ... -9.4 eV
Net charge ... 0
Lowest unoccupied orbital energy ... -1.6 eV

10.
The molecule C3H5NS2 at a distorted geometry, computed with ωB97M-V/def2-TZVPD.

Geometry as XYZ:
```
11
Properties=species:S:1:pos:R:3:forces:R:3
C -0.3249 1.6031 0.4629 -0.21 0.84 -1.50
C 0.4832 1.3370 -0.7379 2.19 -0.78 0.46
C -0.4378 -1.8567 0.0831 1.38 0.39 -2.99
N -0.5275 0.9992 1.5285 -0.04 0.03 -0.18
S 1.9192 0.3249 -0.6181 -1.93 -0.06 -0.11
S 1.1641 -1.1281 0.6314 0.27 -0.18 0.15
H -0.7750 2.5835 0.1680 -0.31 -0.18 1.14
H 0.6973 2.1527 -1.4297 -0.53 -0.12 0.05
H -1.0932 -1.6120 0.8408 -1.51 0.36 1.58
H -0.2476 -2.9193 -0.0211 -0.14 -0.11 0.13
H -0.8578 -1.4842 -0.9079 0.83 -0.20 1.28
```
Positions in Å, forces in eV/Å.

Values from the calculation:
HOMO level (spin up / spin down) ... -8.4 / -8.1 eV
Net charge ... 0
Lowest unoccupied orbital energy (spin up / spin down) ... -1.3 / -0.4 eV

11.
The molecule C3H5NS3 at a distorted geometry, computed with ωB97M-V/def2-TZVPD.

Geometry as XYZ:
```
12
Properties=species:S:1:pos:R:3:forces:R:3
C 0.1734 1.9304 0.5378 -2.21 0.20 -1.30
S 0.0201 1.0304 -1.0658 0.13 0.15 1.11
N -0.0579 -0.6261 -0.5814 -1.76 1.82 -0.04
C -1.2796 -1.2371 -0.4102 -0.90 -0.91 0.22
S -2.7655 -0.6778 -0.0982 0.72 0.09 -0.38
C 0.9712 -1.3615 -0.1677 2.70 -1.76 -0.46
S 2.5405 -0.8839 -0.1595 -0.79 -0.40 0.39
H -0.7529 1.9568 1.1828 1.12 -0.07 -0.93
H 0.4917 2.8904 0.1753 -0.72 1.01 -0.34
H 1.0511 1.7231 1.0278 1.83 -1.56 1.50
H -1.0348 -2.3032 -0.4515 -0.94 -0.06 0.13
H 0.6427 -2.4415 0.0105 0.81 1.49 0.11
```
Positions in Å, forces in eV/Å.

Values from the calculation:
HOMO level ... -8.7 eV
SMILES ... CSN(C=S)C=S
Net charge ... 0
Lowest unoccupied orbital energy ... -0.7 eV

12.
The ion C3H5O2 with charge +1 at a distorted geometry, computed with ωB97M-V/def2-TZVPD.

Geometry as XYZ:
```
10
Properties=species:S:1:pos:R:3:forces:R:3
C 2.0957 0.4784 0.0482 0.04 -2.00 0.92
C -0.0021 -0.6577 -0.2201 4.49 -9.42 4.53
C -1.3521 -0.2189 -0.0164 0.38 2.06 1.50
O 0.5362 -1.8306 0.1489 -3.05 8.51 -3.46
O 0.9231 0.5244 -0.3229 -0.27 1.49 -0.91
H 2.7490 1.3274 0.1607 -0.18 0.69 -0.51
H 2.3952 -0.5118 0.3752 0.60 -0.28 0.09
H -1.2434 0.9360 -0.0684 -1.32 -1.98 0.01
H -1.5825 -0.6111 1.0483 0.12 0.82 -1.63
H -1.9895 -0.7260 -0.7076 -0.81 0.12 -0.53
```
Positions in Å, forces in eV/Å.

Values from the calculation:
HOMO level (spin up / spin down) ... -16.8 / -16.8 eV
Net charge ... +1
Lowest unoccupied orbital energy (spin up / spin down) ... -7.2 / -7.2 eV

13.
The ion C3H5O2 with charge +1 at a distorted geometry, computed with ωB97M-V/def2-TZVPD.

Geometry as XYZ:
```
10
Properties=species:S:1:pos:R:3:forces:R:3
C -1.8103 -0.7299 0.9736 0.80 0.62 1.34
C 0.3037 0.2566 0.4234 -2.04 4.53 11.83
C 1.1922 0.3346 -0.6521 0.06 1.27 -0.53
O 0.2811 0.7803 1.7466 0.35 -4.13 -10.20
O -0.9554 -0.5154 0.1142 0.47 -0.31 -1.68
H -2.6859 -1.3102 0.7402 -0.28 -0.15 -0.39
H -1.5593 -0.3121 1.9491 -0.40 -0.04 0.37
H 0.9723 1.1211 -1.3605 -0.75 1.03 0.06
H 0.9650 -0.4500 -1.2962 0.75 -2.15 -1.01
H 2.1579 0.6322 -0.3143 1.03 -0.65 0.20
```
Positions in Å, forces in eV/Å.

Values from the calculation:
HOMO level ... -16.7 eV
Net charge ... +1
Lowest unoccupied orbital energy ... -7.2 eV

14.
The molecule C3H5O2S at a distorted geometry, computed with ωB97M-V/def2-TZVPD.

Geometry as XYZ:
```
11
Properties=species:S:1:pos:R:3:forces:R:3
O 0.8648 0.0071 -2.0990 0.23 0.21 -0.34
C 1.2836 0.4470 -1.0584 -1.06 -0.65 0.23
O 2.5090 0.7848 -0.8183 0.66 0.35 -0.17
C 0.4732 0.5460 0.2273 -0.43 -0.06 0.73
C -0.8731 -0.2392 0.1296 1.20 1.03 -0.09
S -1.3601 -0.8912 1.7773 0.19 -0.11 -0.94
H 0.2423 1.5833 0.4640 0.32 0.16 -0.09
H 1.1217 0.1733 1.0250 -0.21 -0.04 0.08
H -0.6994 -0.9517 -0.6742 -0.52 -0.52 0.40
H -1.5990 0.4948 -0.2089 -0.26 -0.26 -0.07
H -1.9630 -1.9541 1.2355 -0.12 -0.11 0.26
```
Positions in Å, forces in eV/Å.

Values from the calculation:
HOMO level (spin up / spin down) ... -9.6 / -9.6 eV
Expectation value of S² ... 0.754
Multiplicity ... 2
Net charge ... 0
Lowest unoccupied orbital energy (spin up / spin down) ... 0.8 / -3.2 eV

Values for relative energy (zero: lowest compared OMol25 entry of this formula, charge and spin), eV, ordered as above
4.3555 4.8238 4.5939 7.2558 2.2673 2.5553 2.8734 2.7256 6.2294 3.9515 1.4113 2.5271 3.0733 0.2477